Entry 1:
This record from the Open Molecules 2025 dataset describes a structure of composition CH3BrO. The level of theory is wB97M-V/def2-TZVPD.

Geometry as XYZ:
```
6
Properties=species:S:1:pos:R:3:forces:R:3:lowdin_charge:R:1
C -0.542 0.058 -0.034 -2.604 -3.018 1.758 -0.268
O 0.422 -0.835 -0.117 4.436 -0.954 -0.555 -0.303
Br 2.566 0.171 0.083 -0.609 -0.277 -0.063 0.292
H -1.316 -0.782 -0.137 -0.815 2.119 0.311 0.142
H -0.615 0.823 -0.698 -0.008 1.914 -2.825 0.056
H -0.514 0.564 0.902 -0.400 0.217 1.375 0.081
```
Forces are in eV/Å.

- LUMO energy (spin up / spin down): 0.953 / -3.714 eV
- Calculated total energy: -73170.989 eV
- Frontier orbital gap (spin up / spin down): 10.7112 / 5.9326 eV
- HOMO (spin up / spin down): -9.76 / -9.65 eV
- <S²>: 2.01
- Spin multiplicity: 3
- Energy above the lowest of the compared OMol25 structures with the same formula, charge and spin: 45.1 kJ/mol

***

Entry 2:
This record from the Open Molecules 2025 dataset describes the molecule CH3BrO2S. The level of theory is wB97M-V/def2-TZVPD.

Geometry as XYZ:
```
8
Properties=species:S:1:pos:R:3:forces:R:3:lowdin_charge:R:1
C -0.011 0.766 0.532 0.484 0.655 -0.464 -0.217
O 0.361 -1.982 0.506 0.672 -0.240 0.791 -0.359
O -1.460 -0.886 -0.748 0.346 0.006 -0.168 -0.384
S -0.078 -0.839 -0.262 -4.177 0.305 2.631 0.265
Br 1.395 -0.613 -1.994 3.180 0.166 -3.776 0.559
H -0.941 1.036 0.897 -2.284 -0.220 0.961 0.029
H 0.070 1.520 -0.247 0.600 -0.246 -0.460 0.052
H 0.663 0.997 1.316 1.180 -0.426 0.485 0.054
```
Forces are in eV/Å.

- LUMO energy (spin up / spin down): 0.611 / -4.874 eV
- Calculated total energy: -86053.215 eV
- Frontier orbital gap (spin up / spin down): 7.7225 / 6.2999 eV
- HOMO (spin up / spin down): -7.11 / -11.17 eV
- <S²>: 2.01
- Spin multiplicity: 3
- Energy above the lowest of the compared OMol25 structures with the same formula, charge and spin: 126.9 kJ/mol

***

Entry 3:
This record from the Open Molecules 2025 dataset describes the molecule CH3BrOS. The level of theory is wB97M-V/def2-TZVPD.

Geometry as XYZ:
```
7
Properties=species:S:1:pos:R:3:forces:R:3:lowdin_charge:R:1
C -0.667 0.335 -0.020 -0.796 -0.139 0.549 -0.397
O 0.628 -1.969 -0.084 0.179 -0.493 -0.425 -0.536
S 0.646 -0.728 0.655 0.124 1.444 -0.422 0.538
Br 2.151 0.824 -0.172 0.483 -0.368 0.216 0.246
H -0.481 0.903 -0.942 0.461 -0.392 0.432 0.023
H -0.833 1.062 0.840 -0.477 -0.977 -1.142 0.067
H -1.444 -0.428 -0.277 0.027 0.927 0.793 0.059
```
Forces are in eV/Å.

- LUMO energy: -0.576 eV
- Calculated total energy: -84009.939 eV
- Frontier orbital gap: 9.4937 eV
- HOMO: -10.07 eV
- Energy above the lowest of the compared OMol25 structures with the same formula, charge and spin: 12.5 kJ/mol

***

Entry 4:
This record from the Open Molecules 2025 dataset describes the molecule CH3BrOS. The level of theory is wB97M-V/def2-TZVPD.

Geometry as XYZ:
```
7
Properties=species:S:1:pos:R:3:forces:R:3:lowdin_charge:R:1
C -0.264 -0.538 -0.286 1.319 -0.757 1.686 -0.839
O 0.459 1.836 -0.648 0.778 1.228 -0.600 -0.603
S -0.095 1.162 0.515 0.527 -1.775 1.306 0.779
Br -1.696 -1.767 0.127 -0.032 0.529 0.065 0.588
H 0.638 -1.015 0.124 -0.355 -0.165 -0.552 0.001
H 1.111 0.746 1.521 -1.972 0.477 -1.805 0.049
H -0.151 -0.423 -1.353 -0.266 0.463 -0.099 0.024
```
Forces are in eV/Å.

- LUMO energy: 0.158 eV
- Calculated total energy: -84008.535 eV
- Frontier orbital gap: 9.8512 eV
- HOMO: -9.69 eV
- Energy above the lowest of the compared OMol25 structures with the same formula, charge and spin: 147.9 kJ/mol

***

Entry 5:
This record from the Open Molecules 2025 dataset describes a cluster of 2 separate species, CH3Cl2N3 in total. The level of theory is wB97M-V/def2-TZVPD.

Geometry as XYZ:
```
9
Properties=species:S:1:pos:R:3:forces:R:3:lowdin_charge:R:1
C -0.871 -0.407 0.087 -1.811 3.797 -0.062 -0.249
N -1.668 0.481 -0.090 1.621 -2.395 0.569 0.178
N -0.196 -1.485 0.253 0.274 0.960 0.159 0.158
N 1.240 1.372 0.285 -1.080 -0.435 2.435 -1.102
Cl 2.433 0.176 0.087 0.537 -0.786 -0.795 0.385
Cl 0.538 2.029 -1.075 0.111 0.699 -1.753 0.399
H -1.674 1.512 -0.030 0.181 -0.843 -0.267 0.080
H -0.623 -2.368 0.087 0.028 -0.665 -0.006 0.127
H 0.820 -1.311 0.395 0.138 -0.333 -0.280 0.023
```
Forces are in eV/Å.

- LUMO energy (spin up / spin down): -0.365 / -0.364 eV
- Calculated total energy: -30595.654 eV
- Frontier orbital gap (spin up / spin down): 6.7151 / 6.7161 eV
- HOMO (spin up / spin down): -7.08 / -7.08 eV
- Energy above the lowest of the compared OMol25 structures with the same formula, charge and spin: 287.9 kJ/mol

***

Entry 6:
This record from the Open Molecules 2025 dataset describes a cluster of 2 separate species, CH3Cl2NO in total. The level of theory is wB97M-V/def2-TZVPD.

Geometry as XYZ:
```
8
Properties=species:S:1:pos:R:3:forces:R:3:lowdin_charge:R:1
C -0.566 0.248 0.009 3.940 -1.282 0.777 -1.246
N 1.291 -0.442 0.275 -3.769 2.333 0.957 0.015
O -0.620 0.662 -1.242 0.735 1.342 -1.323 -0.114
Cl -1.519 -1.194 0.187 -0.494 0.131 0.225 0.656
Cl -0.911 1.520 1.253 0.366 -0.893 -0.664 0.570
H 1.024 -0.757 1.215 0.601 0.325 0.232 -0.010
H 1.169 -1.311 -0.196 -0.231 -0.895 -1.103 -0.029
H 0.133 1.275 -1.501 -1.146 -1.061 0.899 0.157
```
Forces are in eV/Å.

- LUMO energy: 0.476 eV
- Calculated total energy: -29666.110 eV
- Frontier orbital gap: 10.4005 eV
- HOMO: -9.92 eV
- Energy above the lowest of the compared OMol25 structures with the same formula, charge and spin: 244.8 kJ/mol

***

Which of these has the highest energy above the lowest of the compared OMol25 structures with the same formula, charge and spin? CH3Cl2N3

***

Copy entry 4 word for word.
This record from the Open Molecules 2025 dataset describes the molecule CH3BrOS. The level of theory is wB97M-V/def2-TZVPD.

Geometry as XYZ:
```
7
Properties=species:S:1:pos:R:3:forces:R:3:lowdin_charge:R:1
C -0.264 -0.538 -0.286 1.319 -0.757 1.686 -0.839
O 0.459 1.836 -0.648 0.778 1.228 -0.600 -0.603
S -0.095 1.162 0.515 0.527 -1.775 1.306 0.779
Br -1.696 -1.767 0.127 -0.032 0.529 0.065 0.588
H 0.638 -1.015 0.124 -0.355 -0.165 -0.552 0.001
H 1.111 0.746 1.521 -1.972 0.477 -1.805 0.049
H -0.151 -0.423 -1.353 -0.266 0.463 -0.099 0.024
```
Forces are in eV/Å.

- LUMO energy: 0.158 eV
- Calculated total energy: -84008.535 eV
- Frontier orbital gap: 9.8512 eV
- HOMO: -9.69 eV
- Energy above the lowest of the compared OMol25 structures with the same formula, charge and spin: 147.9 kJ/mol

***

The highest energy above the lowest of the compared OMol25 structures with the same formula, charge and spin belongs to which entry? CH3Cl2N3

***

Copy entry 5 word for word.
This record from the Open Molecules 2025 dataset describes a cluster of 2 separate species, CH3Cl2N3 in total. The level of theory is wB97M-V/def2-TZVPD.

Geometry as XYZ:
```
9
Properties=species:S:1:pos:R:3:forces:R:3:lowdin_charge:R:1
C -0.871 -0.407 0.087 -1.811 3.797 -0.062 -0.249
N -1.668 0.481 -0.090 1.621 -2.395 0.569 0.178
N -0.196 -1.485 0.253 0.274 0.960 0.159 0.158
N 1.240 1.372 0.285 -1.080 -0.435 2.435 -1.102
Cl 2.433 0.176 0.087 0.537 -0.786 -0.795 0.385
Cl 0.538 2.029 -1.075 0.111 0.699 -1.753 0.399
H -1.674 1.512 -0.030 0.181 -0.843 -0.267 0.080
H -0.623 -2.368 0.087 0.028 -0.665 -0.006 0.127
H 0.820 -1.311 0.395 0.138 -0.333 -0.280 0.023
```
Forces are in eV/Å.

- LUMO energy (spin up / spin down): -0.365 / -0.364 eV
- Calculated total energy: -30595.654 eV
- Frontier orbital gap (spin up / spin down): 6.7151 / 6.7161 eV
- HOMO (spin up / spin down): -7.08 / -7.08 eV
- Energy above the lowest of the compared OMol25 structures with the same formula, charge and spin: 287.9 kJ/mol